(1)
{
  "formula": "C9H11N3",
  "method": "ωB97M-V/def2-TZVPD",
  "largest_force_ev_per_a": 4.67,
  "energy_ha": -513.6713,
  "lumo_energy_ev": 0.744,
  "smiles": "CN/N=C/c1ccccc1.C#N",
  "charge": 0,
  "e_above_lowest_ev": 4.589,
  "elements": ["C", "N", "N", "C", "C", "C", "C", "C", "C", "C", "H", "H", "H", "H", "H", "H", "H", "H", "H", "H", "C", "N", "H"],
  "xyz": [[-3.315001, 0.692062, 0.904011], [-2.437875, 0.467577, -0.276542], [-1.182875, 0.236868, -0.316893], [-0.377066, 0.421097, 0.689028], [0.990896, 0.339162, 0.452004], [2.035968, 0.155475, 1.444344], [3.391647, 0.237917, 1.053894], [3.712965, 0.398321, -0.313298], [2.761342, 0.287116, -1.282102], [1.458180, 0.410077, -0.839855], [-2.740798, 0.492864, 1.909131], [-4.082698, 0.022056, 0.917062], [-3.884822, 1.643402, 0.849792], [-2.807548, -0.102090, -1.020732], [-0.560678, 0.911195, 1.635902], [1.917203, 0.186647, 2.584907], [4.179589, 0.431126, 1.675052], [4.724388, 0.669781, -0.479405], [2.917097, 0.443145, -2.309956], [0.818797, 0.427305, -1.747664], [-2.539297, -2.950427, -1.827023], [-1.784716, -2.117130, -2.119277], [-3.194704, -3.703546, -1.582383]],
  "forces_ev_per_a": [[2.82, 1.25, 1.18], [-3.40, 0.09, -0.09], [3.50, -0.04, 2.23], [-2.34, 0.85, -0.26], [4.50, -1.17, 0.49], [0.37, 1.04, 0.82], [-3.10, 0.46, -2.94], [0.57, -0.69, 1.68], [-0.45, 1.28, 1.69], [-0.62, -1.23, -3.02], [-1.00, 0.86, -1.97], [-1.95, -2.41, -0.26], [1.12, -0.02, 0.30], [-0.89, 0.29, 0.04], [-1.09, -0.17, 0.32], [-0.57, -0.27, -1.84], [1.58, -0.04, 2.14], [0.91, -0.15, -0.65], [0.57, -0.12, -1.11], [-0.48, 0.29, 1.34], [2.48, 2.67, -0.96], [-1.45, -1.52, 0.43], [-1.10, -1.26, 0.44]]
}


(2)
{
  "formula": "C14H28Cl14",
  "method": "ωB97M-V/def2-TZVPD",
  "largest_force_ev_per_a": 2.46,
  "energy_ha": -6992.9192,
  "lumo_energy_ev": 0.352,
  "smiles": "ClCCCl.ClCCCl.ClCCCl.ClCCCl.ClCCCl.ClCCCl.ClCCCl",
  "charge": 0,
  "e_above_lowest_ev": 1.199,
  "elements": ["Cl", "C", "C", "Cl", "H", "H", "H", "H", "Cl", "C", "C", "Cl", "H", "H", "H", "H", "Cl", "C", "C", "Cl", "H", "H", "H", "H", "Cl", "C", "C", "Cl", "H", "H", "H", "H", "Cl", "C", "C", "Cl", "H", "H", "H", "H", "Cl", "C", "C", "Cl", "H", "H", "H", "H", "Cl", "C", "C", "Cl", "H", "H", "H", "H"],
  "xyz": [[-1.550487, 6.069359, 3.835554], [-2.192617, 4.512092, 3.265114], [-1.858176, 4.306930, 1.796855], [-2.559052, 2.793282, 1.225771], [-3.287614, 4.533312, 3.261220], [-1.763104, 3.742843, 3.932557], [-0.828837, 4.222972, 1.591258], [-2.252273, 5.115898, 1.217513], [2.002133, -3.513283, 1.618542], [2.231920, -3.998549, -0.107632], [3.467352, -3.278714, -0.627254], [4.983572, -3.658483, 0.280516], [1.349431, -3.527906, -0.553691], [2.141218, -5.104358, -0.015571], [3.239287, -2.207323, -0.489645], [3.621679, -3.639353, -1.584176], [0.755403, -1.045430, -0.125513], [-0.233787, 0.320373, -0.589768], [-0.397489, 0.449753, -2.121017], [-1.104823, -1.064753, -2.841352], [0.270395, 1.228230, -0.266407], [-1.199330, 0.205943, -0.024194], [0.576988, 0.465211, -2.543731], [-0.882041, 1.362978, -2.352751], [-2.470085, -3.988855, 1.877198], [-2.121118, -2.349376, 1.228652], [-3.374821, -1.467458, 1.218033], [-4.560678, -2.276662, 0.094969], [-1.821217, -2.465070, 0.183017], [-1.310268, -1.943867, 1.823064], [-3.190792, -0.525671, 0.773287], [-3.821387, -1.295269, 2.181186], [-1.229030, -4.624873, -1.683855], [-1.031266, -4.983087, -3.448393], [-0.716903, -6.466696, -3.643031], [0.787752, -7.071284, -2.926146], [-0.277614, -4.260737, -3.786295], [-2.015497, -4.631153, -3.901460], [-0.555373, -6.690077, -4.722519], [-1.625698, -7.013039, -3.253374], [2.697197, 1.790958, 0.219420], [3.110329, 1.675505, 1.949759], [2.170743, 0.702521, 2.670954], [0.405573, 1.102866, 2.503503], [2.952963, 2.683180, 2.341574], [4.124358, 1.293716, 2.081481], [2.444157, 0.712136, 3.769268], [2.268808, -0.369530, 2.310380], [1.601637, 4.381518, -2.338505], [0.745273, 4.772466, -0.826017], [0.338601, 6.220053, -0.996720], [-0.210716, 6.988088, 0.500623], [1.471092, 4.561378, -0.068680], [-0.101610, 4.092399, -0.725017], [-0.384878, 6.361059, -1.836648], [1.170729, 6.793842, -1.351932]],
  "forces_ev_per_a": [[-0.06, 0.12, -0.04], [-0.12, -0.48, -0.31], [-0.19, 0.05, 0.69], [-0.43, -0.54, -0.20], [0.24, 0.02, 0.75], [-0.47, 0.26, -0.53], [1.31, 0.05, 0.05], [-0.32, 0.36, -0.33], [-0.06, 0.05, 0.52], [-0.51, 0.10, 1.47], [-0.72, -0.15, 2.35], [-0.42, 0.08, -0.21], [0.24, -0.63, -0.47], [0.53, 0.87, -0.88], [0.54, -0.49, -0.57], [0.46, -0.02, -2.18], [0.33, -0.30, 0.03], [-1.44, 0.43, -0.57], [0.50, -1.89, 1.47], [-0.25, 0.89, 0.22], [-0.10, -0.07, 0.19], [0.87, 0.28, -0.80], [0.87, 0.22, -0.36], [-1.04, 0.50, -0.48], [0.14, 0.31, -0.04], [-0.67, 0.11, -0.28], [0.05, -1.63, -0.39], [0.06, 0.49, 0.50], [0.21, -0.11, 0.29], [0.03, 0.17, 0.04], [0.43, 0.96, -0.48], [-0.28, -0.30, 0.35], [0.00, -0.15, -0.17], [-0.56, 1.03, 0.23], [-1.37, 0.00, -1.04], [-0.08, 0.25, 0.42], [0.05, -0.57, -0.05], [1.23, -1.02, 0.35], [-0.58, 0.29, 0.70], [1.32, 0.19, -0.37], [0.50, 0.09, -0.16], [-1.25, -0.38, 0.40], [0.35, -1.22, 0.67], [0.79, 0.16, 0.34], [0.40, -0.21, 0.08], [-0.04, 0.33, -0.18], [-0.52, 0.06, -1.18], [-0.05, 1.41, 0.25], [0.04, -0.48, -0.45], [-0.38, 0.05, -0.71], [-0.37, 0.27, -0.90], [-0.22, -0.03, 0.08], [0.17, 0.27, 0.71], [0.04, 0.10, -0.01], [0.06, -0.40, 1.03], [0.72, 0.21, 0.16]]
}


(3)
{
  "formula": "C3H5NO2",
  "method": "ωB97M-V/def2-TZVPD",
  "largest_force_ev_per_a": 0.61,
  "energy_ha": -322.5381,
  "lumo_energy_ev": 0.751,
  "smiles": "[H]/N=C(/C)OC=O",
  "charge": 0,
  "e_above_lowest_ev": 0.985,
  "elements": ["H", "N", "C", "C", "O", "C", "O", "H", "H", "H", "H"],
  "xyz": [[-0.063043, 2.554151, -0.180760], [-0.678134, 1.875874, 0.263367], [-0.268673, 0.702199, 0.064402], [-1.002461, -0.440945, 0.706055], [0.855502, 0.496720, -0.726679], [1.435451, -0.719819, -0.889938], [2.334650, -0.878192, -1.659219], [-0.458675, -0.826644, 1.575254], [-1.240413, -1.275443, 0.039754], [-1.921169, 0.020672, 1.062337], [1.006962, -1.508568, -0.254575]],
  "forces_ev_per_a": [[0.02, 0.07, -0.11], [0.28, -0.22, -0.13], [-0.23, 0.20, 0.27], [-0.02, -0.03, 0.02], [0.00, 0.05, -0.05], [0.21, -0.17, -0.21], [-0.43, 0.09, 0.42], [0.02, 0.02, -0.17], [0.11, 0.19, 0.00], [-0.01, -0.24, 0.04], [0.06, 0.04, -0.07]]
}


(4)
{
  "formula": "C5H13N2O",
  "method": "ωB97M-V/def2-TZVPD",
  "largest_force_ev_per_a": 4.21,
  "spin_multiplicity": 2,
  "energy_ha": -382.8940,
  "lumo_energy_ev": [0.874, -1.938],
  "s_squared": 0.757,
  "charge": 0,
  "e_above_lowest_ev": 3.208,
  "elements": ["N", "C", "C", "C", "O", "C", "N", "C", "H", "H", "H", "H", "H", "H", "H", "H", "H", "H", "H", "H", "H"],
  "xyz": [[-0.821279, 0.651224, -1.968373], [0.002605, 0.231863, -0.776006], [0.159157, -1.222707, -0.550180], [0.823013, -1.809643, -1.878297], [0.232326, -1.489979, -3.027067], [-0.537507, 1.031759, 0.458689], [0.491777, 1.164591, 1.555881], [-0.037422, 1.318855, 2.865527], [-0.483433, 0.098970, -2.904708], [-1.715065, 0.122616, -1.892956], [1.033361, 0.685328, -0.948713], [-0.639405, -1.930908, -0.371077], [0.752694, -1.520528, 0.335671], [0.740926, -2.933825, -1.640616], [1.973995, -1.644497, -1.949203], [-0.992137, 1.997651, 0.203174], [-1.415564, 0.595659, 0.959287], [1.158776, 0.345623, 1.549848], [0.788171, 1.749379, 3.669619], [-0.692820, 0.395619, 3.229023], [-0.822161, 2.162957, 3.080467]],
  "forces_ev_per_a": [[0.24, -2.83, -1.56], [-0.24, 3.11, -0.01], [1.16, -2.02, -0.80], [2.81, -1.53, 1.43], [-0.80, -0.24, -0.13], [-0.02, -0.41, 1.50], [0.76, -0.59, -1.55], [-1.37, 1.20, 3.79], [-0.19, 1.70, 2.60], [0.36, 0.72, 0.32], [-1.07, -0.68, 0.12], [-1.42, 0.86, -0.26], [0.54, 0.64, -0.56], [-0.13, 0.98, -0.74], [-1.62, 0.19, 0.46], [0.99, 0.12, -0.37], [-0.07, -0.91, -0.45], [-1.17, 1.33, -0.09], [-1.76, -1.91, -1.98], [1.70, 1.36, -0.24], [1.29, -1.11, -1.47]]
}


(5)
{
  "formula": "C26H34CsN3O7P2",
  "method": "ωB97M-V/def2-TZVPD",
  "largest_force_ev_per_a": 1.98,
  "energy_ha": -2405.1991,
  "lumo_energy_ev": 3.801,
  "charge": -2,
  "elements": ["Cs", "C", "C", "C", "C", "C", "C", "N", "N", "C", "C", "C", "C", "C", "C", "H", "H", "H", "H", "H", "H", "H", "H", "H", "N", "C", "C", "P", "O", "O", "O", "P", "O", "O", "O", "H", "H", "H", "H", "H", "H", "H", "H", "C", "C", "C", "C", "C", "C", "C", "C", "C", "C", "C", "C", "O", "H", "H", "H", "H", "H", "H", "H", "H", "H", "H", "H", "H", "H", "H", "H", "H", "H"],
  "xyz": [[-0.449022, 1.059344, -0.338894], [5.782306, 0.575663, -2.178389], [6.129003, 0.558282, -0.831297], [5.151133, 0.650498, 0.146657], [3.816824, 0.759121, -0.220719], [3.466377, 0.757208, -1.562197], [4.446715, 0.674105, -2.541060], [2.728949, 0.831355, 0.721455], [3.107628, 1.094307, 1.869370], [2.099262, 1.173613, 2.897502], [2.691035, 1.193411, 4.166541], [1.897099, 1.269313, 5.295244], [0.515214, 1.329001, 5.122091], [-0.025002, 1.299306, 3.840841], [0.724465, 1.236719, 2.647354], [6.549583, 0.500334, -2.939740], [7.169418, 0.466043, -0.541384], [5.398108, 0.637221, 1.199145], [2.420036, 0.807738, -1.830838], [4.161095, 0.676076, -3.585559], [3.772901, 1.137035, 4.246457], [2.339713, 1.284873, 6.285619], [-0.134823, 1.404517, 5.990977], [-1.115172, 1.329346, 3.775415], [-3.767943, 5.422637, -1.274363], [-2.909694, 4.396447, -0.565164], [-2.423811, 4.949087, 0.764768], [-3.949191, 2.865118, -0.459105], [-4.549411, 2.869096, 1.052044], [-5.074734, 3.145779, -1.402297], [-3.009048, 1.700999, -0.579726], [-1.432308, 4.220176, -1.724521], [-1.902875, 3.114715, -2.806027], [-1.448687, 5.549208, -2.433573], [-0.289305, 3.725784, -0.918589], [-4.514497, 4.862923, -1.732546], [-3.098775, 5.879223, -1.947996], [-4.182564, 6.080414, -0.621047], [-3.266999, 5.182777, 1.421472], [-1.806292, 5.838572, 0.616642], [-1.796517, 4.207292, 1.257770], [-4.033669, 2.257284, 1.591946], [-2.178651, 2.293110, -2.358591], [-2.427151, -2.343302, -2.992394], [-2.879834, -3.039058, -1.703987], [-3.414065, -2.010452, -0.700641], [-1.778750, -3.898569, -1.116227], [-1.945721, -5.271956, -1.035244], [-0.969754, -6.114705, -0.510761], [0.212851, -5.532132, -0.057678], [0.439583, -4.167862, -0.117221], [1.746338, -3.597358, 0.398592], [1.549394, -2.660192, 1.594005], [2.553008, -2.895409, -0.698794], [-0.561750, -3.287008, -0.655964], [-0.376813, -2.022632, -0.701153], [-3.229733, -1.724287, -3.405751], [-2.134741, -3.079851, -3.745756], [-1.566027, -1.709462, -2.779916], [-3.702645, -3.717376, -1.967388], [-2.579154, -1.403209, -0.354878], [-3.862445, -2.506811, 0.163715], [-4.161192, -1.356257, -1.157663], [-2.881704, -5.697433, -1.394613], [-1.125429, -7.185829, -0.452873], [0.994323, -6.165254, 0.359739], [2.338714, -4.455614, 0.745110], [0.978792, -1.778280, 1.303286], [2.514262, -2.323611, 1.986942], [1.009546, -3.165716, 2.398686], [1.985105, -2.049424, -1.083501], [2.760279, -3.578547, -1.527513], [3.506839, -2.527509, -0.305832]],
  "forces_ev_per_a": [[1.26, -1.48, 0.40], [0.02, -0.01, 0.00], [-0.04, 0.01, 0.02], [0.22, -0.01, -0.02], [-0.33, -0.02, 0.18], [0.05, -0.04, -0.13], [-0.03, 0.00, 0.05], [0.11, 0.07, -0.13], [-0.14, -0.04, 0.18], [0.34, -0.03, -0.05], [0.05, -0.01, 0.04], [-0.01, 0.02, 0.04], [0.05, -0.01, -0.01], [-0.04, 0.04, -0.03], [-0.21, 0.01, 0.01], [0.00, 0.00, 0.00], [0.01, 0.00, -0.01], [0.00, 0.00, 0.00], [-0.02, 0.03, 0.02], [0.01, 0.00, -0.01], [-0.01, 0.03, 0.00], [-0.01, 0.00, 0.00], [0.00, -0.03, 0.00], [0.00, 0.03, 0.01], [0.07, 0.06, 0.02], [0.04, -0.02, -0.08], [-0.01, 0.01, 0.01], [0.19, -0.18, -0.05], [0.04, -0.01, 0.03], [-0.04, 0.02, 0.00], [-1.26, 0.51, -0.18], [-0.04, 0.09, -0.06], [-0.12, 0.04, 0.00], [-0.02, -0.04, 0.02], [-0.03, 0.76, -0.23], [-0.02, -0.05, 0.00], [0.00, -0.03, 0.04], [-0.01, 0.01, -0.02], [0.01, 0.00, 0.01], [0.00, 0.00, 0.00], [0.00, 0.00, 0.00], [0.00, 0.00, -0.01], [-0.06, 0.11, 0.00], [0.01, -0.01, -0.01], [-0.02, 0.01, 0.00], [0.09, -0.08, -0.02], [0.03, -0.05, -0.02], [-0.03, 0.00, 0.00], [0.01, 0.04, 0.00], [0.01, -0.01, -0.03], [-0.02, -0.02, -0.02], [0.00, 0.00, 0.01], [-0.01, 0.02, 0.02], [0.00, -0.02, -0.01], [0.04, 0.06, 0.13], [-0.03, 0.18, -0.17], [0.00, 0.00, 0.00], [0.01, 0.00, 0.01], [0.00, 0.00, 0.00], [-0.01, 0.01, 0.00], [-0.09, 0.04, 0.04], [0.01, -0.01, 0.00], [-0.01, 0.00, 0.00], [0.00, 0.00, 0.00], [0.00, 0.00, 0.00], [-0.01, 0.00, 0.00], [0.01, 0.01, 0.00], [0.01, -0.03, 0.00], [0.00, 0.00, 0.00], [0.00, 0.00, 0.00], [-0.01, 0.01, 0.00], [0.00, 0.00, 0.00], [-0.01, 0.00, 0.00]]
}


(6)
{
  "formula": "C5H12O",
  "method": "ωB97M-V/def2-TZVPD",
  "largest_force_ev_per_a": 0.71,
  "energy_ha": -272.8932,
  "lumo_energy_ev": 1.042,
  "smiles": "C=CCC.CO",
  "charge": 0,
  "e_above_lowest_ev": 1.508,
  "elements": ["C", "C", "C", "C", "H", "H", "H", "H", "H", "H", "H", "H", "C", "O", "H", "H", "H", "H"],
  "xyz": [[-0.578463, 1.657280, -0.076058], [-0.121077, 0.837278, -1.025015], [-0.735590, -0.499395, -1.354508], [0.284943, -1.532063, -1.818749], [-0.164562, 2.652031, 0.074205], [-1.432986, 1.383844, 0.545011], [0.665120, 1.191146, -1.701179], [-1.276290, -0.872998, -0.475342], [-1.483546, -0.365031, -2.151150], [0.850728, -1.164250, -2.683197], [-0.214411, -2.459723, -2.112216], [0.998409, -1.758974, -1.020111], [0.402811, 0.027632, 2.598981], [1.244447, 0.841245, 1.810428], [0.948970, -0.813281, 3.041772], [-0.449305, -0.378485, 2.041930], [-0.026543, 0.589031, 3.439513], [1.087346, 0.664713, 0.865685]],
  "forces_ev_per_a": [[-0.18, 0.04, -0.59], [-0.52, 0.43, -0.22], [-0.05, 0.01, 0.01], [0.08, -0.06, 0.00], [-0.02, -0.25, 0.01], [0.29, -0.02, -0.04], [-0.07, -0.15, 0.27], [0.02, 0.06, -0.16], [0.14, 0.05, 0.17], [-0.09, -0.06, 0.14], [0.12, 0.07, 0.05], [-0.04, -0.02, -0.12], [-0.24, -0.29, 0.29], [0.20, -0.10, 0.01], [0.04, 0.01, -0.15], [0.12, 0.03, -0.10], [0.23, 0.17, -0.25], [-0.02, 0.06, 0.69]]
}